No. 1
{
  "formula": "C12H25N2",
  "method": "ωB97M-V with the def2-TZVPD basis set",
  "relative_energy_kj_mol": 171.0,
  "orbital_gap_ev": [9.05, 8.38],
  "fmax_ev_per_a": 2.6,
  "e_lumo_ev": [-3.68, -3.81],
  "energy_ha": -581.42766,
  "multiplicity": 1,
  "total_charge": 1,
  "symbols": ["H", "H", "C", "C", "C", "C", "H", "H", "H", "H", "H", "N", "N", "C", "H", "H", "C", "H", "H", "H", "H", "H", "H", "C", "C", "C", "H", "H", "C", "H", "C", "H", "H", "C", "H", "H", "H", "H", "H"],
  "xyz": [[-4.155701, 0.838228, 0.547258], [2.795032, -0.191311, -2.136772], [-2.679173, -1.404331, 1.088329], [3.536141, 1.092211, 0.295974], [0.789076, 1.280940, -0.624763], [-1.539558, 1.435880, 1.469202], [-3.087698, -0.905457, 1.960837], [3.463420, 1.769965, -0.551434], [4.588539, 0.870820, 0.453892], [-1.821878, 0.845540, 2.333247], [-1.720639, -1.843954, 1.346003], [0.485487, -0.734712, 0.656362], [-0.687741, 1.158393, -0.846705], [-1.441880, 0.573255, 0.267370], [4.198126, -1.518523, 1.045707], [-1.123753, -1.673684, -1.206455], [3.157502, -1.225384, 1.151733], [-0.597449, 1.924822, 1.696775], [-3.367119, -2.195252, 0.806535], [3.018717, -0.786724, 2.136106], [2.734525, -1.805788, -1.422753], [4.230318, -0.877703, -1.391558], [1.287395, 1.427500, -1.583705], [2.789362, -0.221793, 0.056998], [3.147979, -0.807324, -1.313035], [1.276053, 0.020839, 0.088338], [-0.849479, 0.529010, -1.648801], [-4.598135, -0.424369, -0.589977], [-3.832135, 0.303939, -0.340943], [2.534576, -2.112510, 1.084203], [-2.114177, -1.239700, -1.331101], [-2.168274, -0.659266, -2.254939], [3.169513, 1.593064, 1.189651], [-2.501124, -0.431809, -0.085683], [-3.753141, 1.007719, -1.167837], [-1.042515, 2.096045, -1.073842], [-2.299947, 2.210040, 1.335142], [-2.814279, -2.061419, -1.452774], [0.994053, 2.142797, 0.013409]],
  "forces_ev_per_angstrom": [[-0.081, 0.092, 0.086], [-0.012, 0.103, -0.152], [0.215, 0.146, -0.045], [-0.099, -0.130, -0.015], [0.384, -0.042, 0.261], [0.045, 0.074, -0.127], [-0.065, 0.046, 0.141], [0.012, 0.138, -0.100], [0.105, 0.025, -0.029], [-0.023, -0.077, 0.051], [0.058, -0.099, 0.074], [-2.475, 0.565, 0.212], [-0.117, -0.101, -0.369], [1.892, -1.570, 0.872], [0.128, -0.003, -0.010], [0.120, -0.060, -0.070], [-0.132, 0.097, -0.127], [0.134, 0.069, 0.050], [-0.118, -0.049, -0.062], [-0.019, 0.012, 0.135], [-0.072, -0.112, -0.038], [0.096, -0.015, -0.055], [-0.143, 0.068, 0.007], [0.114, -0.235, 0.114], [0.003, 0.040, 0.159], [0.573, 0.740, -0.579], [0.084, 0.371, 0.130], [-0.110, -0.060, -0.062], [0.180, -0.080, 0.066], [0.002, -0.115, 0.016], [-0.008, 0.010, 0.261], [-0.001, 0.045, -0.144], [0.002, 0.094, 0.118], [-0.291, -0.059, -0.269], [-0.038, 0.108, -0.129], [-0.040, -0.137, -0.145], [-0.092, 0.096, -0.009], [-0.076, -0.021, -0.068], [-0.134, 0.027, -0.147]]
}


No. 2
{
  "formula": "C12H25N3",
  "method": "ωB97M-V with the def2-TZVPD basis set",
  "relative_energy_kj_mol": 396.5,
  "orbital_gap_ev": 9.88,
  "fmax_ev_per_a": 4.3,
  "e_lumo_ev": -6.86,
  "energy_ha": -635.76966,
  "multiplicity": 1,
  "total_charge": 2,
  "symbols": ["H", "H", "H", "H", "N", "H", "C", "H", "H", "H", "C", "C", "N", "H", "H", "C", "H", "H", "H", "C", "H", "C", "H", "C", "H", "H", "H", "H", "H", "C", "H", "C", "H", "H", "C", "H", "C", "N", "C", "H"],
  "xyz": [[-0.436179, -2.890834, 0.941980], [0.891736, -0.285300, 3.301013], [2.024189, 3.244119, 0.126609], [3.386674, -1.441428, 0.222835], [-0.227675, -1.941290, 0.522086], [-3.256717, -0.005420, 0.623049], [3.248726, 0.938194, -0.907985], [4.017069, -0.925124, -2.092156], [-4.327973, 0.649198, -1.762268], [3.271382, 1.787987, -1.576347], [-1.512576, -0.046958, -0.143020], [3.094715, -0.392006, -1.669356], [-0.880130, 0.082276, 1.142610], [2.071692, -2.069267, -0.844857], [1.685278, 2.081762, 1.686250], [1.634808, -0.185514, 0.105561], [-2.220428, 2.452530, -0.879744], [-0.026336, -1.822226, 3.190330], [0.581918, 2.256451, 0.103653], [-2.846684, 0.533803, -0.293782], [-0.800791, 0.927145, 1.666125], [0.684326, -1.189341, 2.615557], [-2.274920, -2.090069, 0.036879], [-1.392676, -1.564456, -0.348225], [1.617575, -1.719763, 2.362434], [-0.733172, 0.492667, -0.866983], [0.519677, -2.264085, -0.035173], [-1.228019, -1.760431, -1.424830], [4.004026, 0.853414, -0.095010], [-3.447904, -0.011618, -1.593475], [-4.031172, 2.384057, 0.033770], [-2.900455, 2.035132, -0.114726], [-3.658467, -1.125735, -1.462518], [-2.696738, 0.099808, -2.286659], [0.092178, -0.792021, 1.301264], [-2.425089, 2.071198, 0.918390], [1.598777, 2.225466, 0.565428], [2.035786, 1.005835, -0.088223], [2.539004, -1.176213, -0.490957], [2.324554, -0.421939, -2.489543]],
  "forces_ev_per_angstrom": [[-0.193, 1.577, 0.850], [-0.104, -1.377, -1.229], [-0.090, -2.580, 1.152], [-1.092, 0.263, -0.537], [-2.049, -3.339, -1.406], [-0.870, 0.957, -0.980], [0.886, 0.068, -0.894], [-1.055, 1.341, 0.714], [0.417, -1.134, -0.537], [0.591, 0.417, 0.294], [3.835, 1.174, -1.620], [0.865, -1.065, -0.508], [-1.429, 0.042, 1.193], [-0.231, -0.911, 0.034], [-0.321, 0.666, -1.449], [-2.316, -1.158, 2.847], [-0.902, 0.632, 0.338], [0.427, 0.184, -0.488], [0.030, 0.553, 1.437], [-1.685, -1.950, 1.338], [-0.365, 0.578, 0.143], [0.515, 1.446, 1.238], [0.201, 0.152, -0.215], [-0.920, 0.593, -1.039], [-0.303, 0.083, 0.694], [-1.329, -1.032, 0.600], [1.537, 0.225, -1.114], [0.046, -0.405, 0.785], [0.469, 0.470, -1.211], [-1.939, -0.527, 2.737], [2.774, -0.350, -0.873], [-0.738, -0.800, 2.172], [-0.299, 1.610, -0.501], [1.293, 0.395, -2.329], [3.383, 0.916, 0.295], [-0.531, 1.168, -1.104], [-1.239, 1.662, -0.938], [0.984, -0.823, -0.438], [0.998, -0.410, -0.161], [0.753, 0.690, 0.713]]
}


No. 3
{
  "formula": "C12H25N3O3",
  "method": "ωB97M-V with the def2-TZVPD basis set",
  "relative_energy_kj_mol": 746.2,
  "orbital_gap_ev": 9.90,
  "fmax_ev_per_a": 7.6,
  "e_lumo_ev": 0.39,
  "energy_ha": -861.99313,
  "smiles": "CC(C)C[C@H](N)C(=O)N[C@@H](CCCCN)C(=O)O",
  "multiplicity": 1,
  "total_charge": 0,
  "symbols": ["H", "H", "H", "H", "H", "H", "H", "C", "C", "N", "H", "H", "H", "N", "O", "C", "C", "H", "H", "C", "H", "H", "O", "C", "C", "H", "H", "C", "H", "H", "H", "H", "C", "H", "C", "C", "C", "H", "H", "N", "H", "O", "H"],
  "xyz": [[3.431811, -0.960033, 0.943613], [-1.188955, -1.283378, -0.721665], [5.506945, -1.600115, 0.276684], [1.347469, -0.330662, -1.007170], [-2.002944, -1.084466, 1.783270], [2.796377, 0.324748, -1.972156], [-4.143279, -1.851640, 1.737542], [3.585008, -0.857562, -0.171745], [-2.656658, -0.738266, 0.967501], [0.228363, 0.719635, 0.855676], [-5.987085, -1.667090, -0.257805], [-5.846312, -0.283544, 1.192900], [-2.577750, 0.037747, -1.067085], [3.506257, 2.064685, 0.086108], [-2.715171, 2.348067, -1.145237], [2.299591, 1.461302, -0.235749], [-5.184681, -0.870215, 0.343167], [2.808998, -2.439547, -1.787033], [2.095892, -2.470857, 0.150921], [-1.768614, -0.440931, -0.289124], [5.346043, 0.326042, 0.161298], [3.434297, 3.129666, 0.205088], [-1.107654, 3.238373, 0.051114], [-0.798878, 0.749281, -0.157024], [-1.689001, 2.145985, -0.458721], [-0.556244, 0.649358, -1.283430], [5.368772, -0.809507, -1.344257], [2.445254, 0.031328, -0.929186], [-3.803882, -2.446113, 0.204895], [-1.926116, 3.953667, 0.051957], [-3.001929, 0.127851, 1.367719], [3.762845, -3.267785, -0.270108], [-3.979551, -1.471814, 0.752919], [3.590216, 1.662889, 1.055856], [1.451286, 1.203908, 1.000359], [5.055851, -0.728526, -0.257831], [3.128003, -2.306377, -0.565314], [-4.422927, -0.625080, -1.289335], [1.479093, 2.221785, -0.766350], [-5.032737, 0.073048, -0.699408], [-4.107682, 0.564403, -0.446824], [1.957251, 1.255423, 2.111029], [-0.127593, 0.244337, 1.822932]],
  "forces_ev_per_angstrom": [[-0.541, 1.034, -0.922], [-0.807, 0.209, 0.406], [-0.209, 0.996, -0.212], [2.365, -0.352, 0.229], [-0.551, -0.864, -0.263], [-0.265, -0.923, 1.099], [-0.382, -0.629, 0.939], [-3.323, -2.689, 0.820], [1.621, -1.145, -1.666], [-4.712, -2.481, 2.636], [2.082, 1.651, 2.582], [1.700, -1.807, -1.566], [2.476, -1.702, 1.258], [1.407, 1.894, 1.719], [2.453, -2.182, 1.760], [-4.892, 0.645, -1.702], [-7.528, 1.075, -0.213], [0.901, 0.402, 3.516], [2.494, 0.190, -2.458], [-2.667, 1.447, -0.230], [-0.002, -2.211, -0.801], [-0.013, -2.268, -0.181], [-2.474, 1.992, 0.948], [-1.535, 1.253, -3.829], [-1.121, 0.796, -0.471], [1.450, 0.569, 1.710], [0.023, 0.289, 1.127], [0.825, 2.413, -0.360], [-0.026, 1.032, 0.069], [3.130, -2.284, -0.349], [-0.569, 3.485, 0.981], [-0.805, 2.401, -0.638], [3.493, -5.016, 1.735], [0.871, 1.068, -0.684], [2.262, 0.048, 0.535], [1.503, 2.087, -1.388], [-2.847, -2.491, -0.410], [-1.866, 1.712, -0.439], [2.395, -1.853, 0.202], [4.954, -0.176, -2.439], [-2.293, 0.545, -0.167], [-0.060, 0.016, 0.183], [1.083, 1.824, -3.066]]
}


No. 4
{
  "formula": "C12H26AlBN2O2P2",
  "method": "ωB97M-V with the def2-TZVPD basis set",
  "relative_energy_kj_mol": 430.8,
  "orbital_gap_ev": [4.26, 4.03],
  "fmax_ev_per_a": 2.6,
  "e_lumo_ev": [-10.72, -10.96],
  "energy_ha": -1682.13694,
  "multiplicity": 1,
  "total_charge": 2,
  "symbols": ["B", "C", "H", "C", "H", "Al", "P", "C", "C", "H", "P", "H", "H", "H", "H", "H", "H", "C", "H", "H", "H", "H", "C", "H", "H", "H", "H", "H", "C", "H", "H", "H", "C", "C", "N", "O", "O", "C", "H", "H", "H", "H", "N", "C", "C", "H"],
  "xyz": [[0.044091, 0.316735, 4.317513], [1.480200, 1.377005, -2.127499], [2.947118, 1.811786, -0.597454], [-2.085331, 0.454038, -2.246294], [-3.034644, 1.342778, 1.407938], [0.032566, -0.238228, -0.146314], [-2.310460, 0.077195, -0.485178], [2.900508, -1.837739, -1.475479], [0.536366, 2.404212, -4.090784], [3.566598, 0.837348, -1.948443], [2.403849, -0.517914, -0.319377], [-3.732732, -1.438017, 0.697365], [-1.603852, 2.052984, -4.304345], [-0.424281, -2.908281, -1.231235], [3.845639, -1.568561, -1.970209], [-3.091163, -2.169371, -0.809103], [-2.421204, 2.416614, 0.135296], [-3.526218, -1.260936, -0.368651], [-2.539486, -2.043742, -3.960388], [-4.455581, -0.985621, -0.888927], [0.643805, 2.974275, -5.009804], [3.522564, -1.363426, 1.622632], [2.694171, 1.004562, -1.303038], [-2.047727, -0.558026, -2.822311], [2.093947, -1.999695, -2.205557], [0.043476, -0.861096, 4.631260], [2.641751, 2.457382, -3.551051], [-1.100228, -2.534394, -2.790078], [3.634175, -0.459406, 1.008757], [-4.057724, 1.699509, -0.016649], [1.052728, 0.888785, 4.694373], [-2.955375, 1.005984, -2.617834], [0.055828, 0.366283, 2.790975], [1.639025, 2.128115, -3.287105], [0.064094, 0.373635, 1.618452], [-0.402914, -3.239149, -2.158822], [-1.724132, -1.717810, -3.567522], [-3.029849, 1.525444, 0.325990], [-0.971419, 0.885420, 4.681325], [3.022853, -2.764855, -0.897596], [-0.198863, -1.966922, -0.382594], [3.443969, 0.419085, 1.639959], [0.254925, 0.966907, -1.725311], [-0.704069, 1.909600, -3.713409], [-0.801714, 1.149217, -2.553160], [4.654720, -0.412209, 0.603085]],
  "forces_ev_per_angstrom": [[-0.024, 0.157, 0.478], [0.216, 0.238, 0.182], [-0.088, -0.086, -0.217], [-0.277, 1.661, 0.526], [0.010, -0.013, -0.188], [0.255, 0.404, 1.536], [-0.419, -0.470, 0.316], [-0.226, -0.057, 0.279], [0.304, 0.168, 0.110], [-0.229, 0.201, 0.083], [1.079, -0.389, -0.731], [0.008, -0.004, -0.339], [0.254, 0.038, -0.054], [-0.500, -0.760, 0.319], [-0.315, -0.178, 0.149], [-0.258, 0.168, 0.159], [-0.106, -0.144, 0.046], [0.194, -0.111, -0.027], [-0.668, -0.219, -0.237], [0.264, -0.088, 0.193], [0.021, -0.046, 0.170], [0.109, 0.245, -0.101], [-0.241, 0.242, 0.258], [0.032, -0.922, -0.507], [0.324, -0.009, 0.068], [0.011, 0.194, -0.233], [-0.259, -0.028, -0.052], [1.388, -1.619, 1.456], [-0.316, -0.026, 0.387], [0.213, -0.079, 0.026], [-0.190, -0.117, -0.184], [0.156, -0.206, -0.383], [0.012, -0.106, 0.041], [-0.141, -0.043, -0.288], [-0.027, -0.147, -0.766], [-0.658, 1.686, -1.036], [0.230, 0.952, -0.252], [0.073, 0.251, -0.033], [0.203, -0.111, -0.184], [0.027, 0.178, -0.255], [0.186, 0.352, -0.206], [0.066, -0.247, -0.098], [0.405, -0.872, -0.339], [-0.125, -0.351, 0.219], [-0.630, 0.350, -0.273], [-0.341, -0.038, -0.020]]
}